No. 1
Computed, not measured: a 12-piece molecular cluster, H24O12 overall in a non-equilibrium geometry, with ωB97M-V with the def2-TZVPD basis set.

Last column: Löwdin charge in e.
Positions of all 36 atoms, in Å:
O 0.52589 0.54616 -3.11194  -0.049
H 1.46000 0.36455 -2.92710  0.021
H 0.15447 -0.33695 -3.21540  0.051
O -1.75060 2.34041 -2.88565  -0.056
H -1.02425 1.71331 -2.96611  -0.008
H -1.93085 2.95550 -3.59404  0.045
O 3.60409 -2.22332 0.57030  -0.068
H 2.79203 -1.71672 0.76377  0.026
H 3.87607 -2.16887 1.49990  0.044
O 0.00129 4.55575 -2.04758  -0.061
H -0.15120 3.63718 -2.30723  -0.002
H 0.47944 4.45006 -1.21581  0.025
O 0.31578 -0.58786 1.44115  -0.050
H -0.11885 -0.87372 2.25785  0.001
H -0.33309 0.09574 1.20551  0.028
O 3.40479 -0.43560 -2.18114  -0.047
H 3.23842 -1.16889 -1.57398  0.022
H 3.93869 -0.82073 -2.88475  0.049
O -2.44714 -3.21206 0.81306  -0.034
H -1.51984 -3.42382 0.89019  0.003
H -2.64679 -3.46998 1.71968  0.048
O -0.26840 2.62250 0.49083  -0.043
H -0.60109 3.17484 -0.22259  0.010
H -0.71875 2.85132 1.30583  0.037
O -3.18141 -0.63287 -0.41360  -0.053
H -2.43544 -0.82955 -0.95969  0.020
H -3.66011 -1.08876 0.26356  0.013
O -1.95724 -1.06724 3.27595  -0.050
H -1.47329 -0.28562 3.56832  0.039
H -2.69967 -1.09152 3.89045  0.054
O 0.56561 -3.30029 -0.52787  -0.027
H 0.56042 -4.20419 -0.84269  0.045
H -0.23192 -3.11266 -0.05368  -0.024
O 1.57557 2.57724 3.32400  -0.055
H 1.01246 2.24858 4.02722  0.023
H 1.64490 1.91810 2.62326  0.023

## Properties
SMILES ... O.O.O.O.O.O.O.O.O.O.O.O
Relative energy (zero: lowest compared OMol25 entry of this formula, charge and spin) ... 307.0 kJ/mol
Energy ... -24958.51239 eV
HOMO ... -10.85 eV
Frontier orbital gap ... 0.3874 Ha
Lowest unoccupied orbital energy ... -0.011 hartree
Total charge ... 0

No. 2
Computed, not measured: C7H24N10NiO7 as an isolated structure in a non-equilibrium geometry, with ωB97M-V with the def2-TZVPD basis set.

Last column: Löwdin charge in e.
Positions of all 49 atoms, in Å:
Ni -0.70901 -0.36336 0.43839  0.704
O -0.97165 -2.47171 0.56092  -0.337
C -1.69999 -2.62105 1.71761  -0.411
C -2.41750 -1.30393 2.41268  -0.390
O -1.81990 -0.03226 2.38301  -0.342
H -1.00040 -3.16524 2.35205  0.051
H -2.51604 -3.33885 1.63433  0.067
H -2.53108 -1.59319 3.45745  0.069
H -3.41694 -1.26195 1.97973  0.042
C 3.77484 -0.08591 -0.54801  -0.841
O 3.65239 -1.27531 -0.54864  0.056
N 2.99223 0.79347 -0.06452  0.171
N 4.69327 0.61078 -1.20757  0.110
H 3.22181 1.76655 0.07873  0.071
H 2.13779 0.46587 0.36291  0.045
H 5.11409 1.42165 -0.77687  0.080
H 5.40671 -0.05245 -1.47442  0.091
C 0.48771 -0.92192 -2.43613  -0.700
O 0.62349 -0.58645 -1.26382  0.002
N 0.84404 -2.09550 -2.84681  0.183
N -0.18005 -0.23881 -3.38854  0.162
H 1.32014 -2.68338 -2.17761  0.130
H 0.40715 -2.55909 -3.63058  0.106
H -0.46098 0.70399 -3.15984  0.080
H -0.24860 -0.65301 -4.30715  0.090
C -0.42862 2.78641 -0.37729  -0.879
O -0.45688 1.72880 0.22814  -0.019
N 0.09505 2.89472 -1.59127  0.134
N -0.90305 3.89060 0.12383  0.126
H 0.69459 2.09209 -1.71943  0.071
H 0.25498 3.80004 -2.00951  -0.009
H -0.29983 4.68166 -0.05070  0.008
H -1.04652 3.62942 1.08888  0.111
C -3.32016 0.19347 -1.15970  -0.771
O -2.16293 -0.06410 -0.93948  0.028
N -3.75916 0.29483 -2.35206  0.168
N -4.24049 0.22199 -0.26008  0.211
H -4.66998 0.68012 -2.55716  0.108
H -3.13658 -0.17712 -2.99217  0.115
H -5.08889 0.67462 -0.56901  0.107
H -4.12660 -0.08369 0.69579  0.098
C 1.70479 -0.48845 2.69269  -0.705
O 1.15601 -0.04759 1.67246  -0.020
N 1.38969 -1.57314 3.25261  0.218
N 2.74022 0.03359 3.29008  0.178
H 0.66871 -2.15057 2.84411  0.113
H 2.00587 -1.81334 4.01598  0.115
H 3.00994 -0.55829 4.06275  0.097
H 3.21634 0.89497 3.06327  0.112

## Properties
Relative energy (zero: lowest compared OMol25 entry of this formula, charge and spin) ... 0.0 kJ/mol
Energy ... -77924.87962 eV
HOMO (alpha / beta) ... 0.49 / -3.69 eV
Frontier orbital gap (alpha / beta) ... 0.0840 / 0.2364 Ha
Lowest unoccupied orbital energy (alpha / beta) ... 0.102 / 0.101 hartree
Total charge ... -1
Multiplicity ... 4

No. 3
Computed, not measured: C20H21Cl3ErF3N4O2S as an isolated structure in a non-equilibrium geometry, with ωB97M-V with the def2-TZVPD basis set.

Last column: Löwdin charge in e.
Positions of all 55 atoms, in Å:
Er 9.82617 -1.62770 16.20641  1.191
F 7.98740 -4.83266 11.91849  0.113
C 8.24498 -3.60940 11.39276  -0.580
F 7.59426 -3.54406 10.19423  0.113
F 9.57065 -3.58499 11.13029  0.125
C 7.93373 -2.45378 12.26748  -0.118
C 7.17746 -1.38878 11.78547  0.005
C 6.96891 -0.20279 12.48341  -0.041
C 7.71370 -0.10568 13.65124  -0.084
N 8.42359 -1.17685 14.16643  -0.069
C 8.49457 -2.37299 13.57377  -0.691
S 9.37361 -3.63227 14.41928  0.607
H 6.72482 -1.40904 10.79028  0.128
H 6.43545 0.62604 12.10696  0.095
H 7.73372 0.81928 14.18263  0.099
C 12.88715 -0.29304 16.67879  -0.108
N 11.49416 0.12768 16.45493  -0.352
C 11.37467 1.09204 15.35667  -0.076
C 11.08463 0.77789 17.74992  -0.171
C 9.63214 1.16423 17.76193  -0.300
C 9.31888 2.40515 18.21997  -0.068
C 7.98797 2.84037 18.19601  -0.106
C 7.02028 2.02775 17.67311  -0.128
C 7.35109 0.75426 17.20464  -0.149
C 8.68361 0.27787 17.21692  -0.188
H 13.64492 0.52563 16.73318  0.109
H 13.21038 -0.95000 15.85989  0.063
H 12.89613 -0.90582 17.58686  0.078
H 11.97393 2.02569 15.62181  0.126
H 10.37792 1.27225 15.03391  0.062
H 11.76932 0.70288 14.40434  0.097
H 11.72161 1.61061 17.94929  0.112
H 11.26475 0.03154 18.53650  0.122
H 10.09130 3.08583 18.61723  0.117
H 7.71347 3.85482 18.62357  0.120
H 5.99644 2.37785 17.60242  0.095
H 6.58084 0.07330 16.78965  0.086
N 7.90528 -2.76429 17.26504  -0.063
C 8.13726 -3.84890 18.24858  -0.243
C 8.86554 -3.45125 19.51485  -0.084
C 10.28318 -2.82212 19.26618  -0.557
O 11.11308 -2.71225 20.16315  0.031
O 10.53197 -2.46636 18.00868  -0.262
H 7.25627 -2.11210 17.57811  0.048
H 7.48650 -3.18170 16.44098  0.057
H 8.71300 -4.60371 17.65670  0.105
H 7.16591 -4.40894 18.54057  0.141
H 8.90503 -4.26759 20.20361  0.110
H 8.23025 -2.72655 19.98123  0.111
Cl 11.71689 -5.90384 17.59356  0.675
C 13.07154 -4.85583 17.17257  -1.572
Cl 14.30869 -5.88273 16.44249  0.618
Cl 13.89820 -3.88713 18.41795  0.674
C 12.57117 -3.82517 16.24209  -0.363
N 12.16857 -2.96070 15.60673  0.142

## Properties
Energy ... -115314.42475 eV
HOMO (alpha / beta) ... -8.21 / -8.20 eV
Frontier orbital gap (alpha / beta) ... 0.3009 / 0.3004 Ha
Lowest unoccupied orbital energy (alpha / beta) ... -0.001 / -0.001 hartree
Total charge ... 0
Multiplicity ... 4

No. 4
Computed, not measured: a 13-piece molecular cluster, C33H89BN7O20 overall in a non-equilibrium geometry, with ωB97M-V with the def2-TZVPD basis set.

Last column: Löwdin charge in e.
Positions of all 150 atoms, in Å:
O -1.44189 1.96241 3.00018  0.140
C -1.45658 1.70183 1.83271  -0.349
O -0.81904 0.71563 1.22808  0.240
B -0.93879 0.89948 -0.22415  -0.902
O -1.82250 2.05352 -0.43737  0.228
C -2.15315 2.55462 0.74363  -0.369
O -2.90027 3.46273 0.94456  0.152
O -1.52838 -0.30900 -0.84147  0.209
C -0.73100 -0.75136 -1.78768  -0.411
O -0.94314 -1.63518 -2.55632  0.154
C 0.47225 0.21265 -1.88604  -0.370
O 0.38056 1.07064 -0.87298  0.211
O 1.28446 0.21983 -2.76559  0.124
C -2.31892 -2.01302 3.93192  -0.063
C -2.27559 -3.50644 4.03703  -0.432
C -1.70161 -4.17678 2.79846  -0.214
O -2.44818 -3.89648 1.63187  -0.163
C -1.76212 -3.06873 0.74423  -0.124
N -1.46106 -3.85316 5.22801  0.032
H -2.92464 -1.65802 3.09909  0.084
H -1.31969 -1.55446 3.82466  0.066
H -2.59712 -1.47814 4.84641  0.087
H -3.28241 -3.89451 4.21449  0.139
H -1.67912 -5.26577 2.92270  0.124
H -0.64931 -3.86956 2.70456  0.118
H -2.34597 -2.87810 -0.15566  0.083
H -0.79099 -3.48771 0.43677  0.089
H -1.50998 -2.07057 1.13220  0.077
H -1.17527 -4.83047 5.20259  0.062
H -0.57416 -3.35822 5.12911  0.056
C 0.91343 -0.21113 8.86613  -0.076
C 1.65442 0.38772 7.68796  -0.426
C 1.01584 -0.08600 6.38953  -0.234
O 1.69232 0.49685 5.30502  -0.178
C 1.32176 -0.11465 4.09041  -0.099
N 1.57305 1.86933 7.79863  0.038
H -0.16073 -0.01305 8.76106  0.082
H 1.14024 0.32916 9.78948  0.076
H 1.08443 -1.27847 8.98643  0.077
H 2.71699 0.13909 7.66330  0.135
H -0.04400 0.19399 6.35674  0.129
H 1.16084 -1.17841 6.37340  0.124
H 1.41668 -1.20918 4.18332  0.082
H 2.00584 0.11476 3.27479  0.083
H 0.30282 0.14472 3.79197  0.067
H 0.69303 2.12107 8.23703  0.056
H 1.55998 2.26813 6.86494  0.057
C -1.07480 3.12114 -3.61568  -0.041
C 0.11451 3.60686 -4.41671  -0.410
C 0.13945 5.11686 -4.56418  -0.211
O -1.10407 5.62798 -4.99783  -0.187
C -1.70124 6.48751 -4.05712  -0.120
N 1.35868 3.12658 -3.80152  0.055
H -1.02690 3.39405 -2.55217  0.079
H -1.08077 2.02491 -3.54528  0.077
H -2.05285 3.41980 -3.98597  0.087
H 0.01484 3.15835 -5.41439  0.140
H 0.92484 5.38742 -5.28499  0.123
H 0.47046 5.59854 -3.63641  0.125
H -1.86682 5.98732 -3.09665  0.073
H -2.72137 6.68790 -4.40880  0.089
H -1.19541 7.45114 -3.97078  0.090
H 1.22040 2.32776 -3.19317  0.036
H 2.01669 2.89108 -4.53057  0.083
C 2.50255 -3.30077 -2.36923  -0.063
C 3.36965 -4.31301 -3.06651  -0.417
C 4.29437 -3.54413 -4.00075  -0.227
O 5.16927 -4.43809 -4.64596  -0.194
C 6.24305 -3.78280 -5.27355  -0.114
N 4.13498 -5.14965 -2.11337  0.052
H 1.82603 -2.78296 -3.05356  0.085
H 3.05083 -2.46330 -1.92734  0.055
H 1.87325 -3.74829 -1.59765  0.079
H 2.79929 -4.98041 -3.71892  0.138
H 4.88589 -2.80747 -3.43722  0.110
H 3.67829 -2.99135 -4.72300  0.136
H 5.90850 -2.97406 -5.92798  0.090
H 6.77398 -4.54584 -5.84338  0.085
H 6.95336 -3.39133 -4.53239  0.087
H 5.00691 -5.38217 -2.58747  0.059
H 4.43503 -4.53792 -1.35401  0.055
C -2.50441 6.79770 -0.06933  -0.065
C -1.72041 7.15612 1.18566  -0.424
C -1.27407 5.92670 1.95964  -0.203
O -0.49470 6.36244 3.07526  -0.205
C 0.23441 5.31941 3.71092  -0.086
N -0.56197 8.01584 0.86161  0.039
H -2.21211 7.43353 -0.91007  0.062
H -3.58772 6.76372 0.00732  0.074
H -2.15437 5.82733 -0.45424  0.061
H -2.39816 7.69908 1.86038  0.133
H -0.73118 5.19633 1.35314  0.125
H -2.18315 5.49500 2.39034  0.131
H 1.31068 5.45455 3.53502  0.086
H -0.04821 4.33957 3.33103  0.071
H 0.10405 5.45410 4.78549  0.085
H 0.14721 7.80961 1.55782  0.059
H -0.80011 8.99327 0.95838  0.064
C 5.88721 -0.79166 1.04436  -0.064
C 4.95580 -1.19006 -0.06803  -0.450
C 3.57948 -0.51351 0.07056  -0.179
O 2.85739 -1.02488 1.18120  -0.172
C 2.09631 -2.15569 0.89041  -0.119
N 5.48075 -0.71455 -1.34462  0.043
H 5.47814 -1.10577 2.00908  0.080
H 6.00750 0.29164 1.09762  0.084
H 6.87817 -1.24445 0.96170  0.073
H 4.77593 -2.27673 -0.09670  0.120
H 3.09896 -0.55226 -0.90828  0.101
H 3.77741 0.52027 0.36213  0.137
H 2.64444 -3.06327 0.60916  0.083
H 1.33297 -1.98351 0.12003  0.079
H 1.53749 -2.43175 1.79019  0.079
H 6.40323 -1.07575 -1.56202  0.072
H 4.89961 -1.00198 -2.12785  0.022
C -5.82884 -5.51881 -1.79284  -0.074
C -4.62054 -6.05843 -2.53278  -0.451
C -3.76220 -4.92289 -3.07464  -0.239
O -2.81972 -5.44291 -3.96895  -0.187
C -1.72956 -4.55351 -4.14725  -0.100
N -3.88559 -7.01095 -1.69321  0.041
H -6.28607 -6.29981 -1.18805  0.073
H -6.55780 -5.02037 -2.43195  0.075
H -5.53326 -4.72476 -1.09001  0.079
H -4.97532 -6.58671 -3.42532  0.137
H -3.33456 -4.33743 -2.25028  0.123
H -4.45358 -4.26432 -3.62786  0.133
H -1.13606 -4.48033 -3.22942  0.081
H -2.10105 -3.55109 -4.38193  0.084
H -1.11658 -4.94239 -4.95635  0.085
H -3.54934 -6.51327 -0.87255  0.070
H -3.07222 -7.31024 -2.22202  0.065
O -5.48045 2.76955 -0.96896  -0.054
H -4.59643 2.91841 -0.61089  0.004
H -5.69237 3.58770 -1.42692  0.035
O 1.99061 3.53964 -1.01635  -0.069
H 1.49982 3.75547 -1.82481  -0.009
H 1.38528 2.99252 -0.50779  0.005
O 3.94179 0.15975 -3.91354  -0.066
H 3.03073 0.44710 -3.74509  0.000
H 4.47065 0.95887 -3.83087  0.042
O -1.89138 2.59933 5.74694  -0.065
H -1.52395 2.37135 4.88032  -0.014
H -1.12832 2.82962 6.28409  0.010
C -3.97421 0.25397 -3.08992  -0.154
O -5.21289 -0.13914 -3.67440  -0.122
H -4.05675 1.29858 -2.76525  0.064
H -3.69084 -0.34577 -2.22507  0.072
H -3.19565 0.24625 -3.85055  0.078
H -5.90414 0.01146 -3.02443  0.069

## Properties
Energy ... -87726.78020 eV
HOMO ... -7.36 eV
Frontier orbital gap ... 0.3508 Ha
Lowest unoccupied orbital energy ... 0.080 hartree
Total charge ... -1